{
  "formula": "C66H154O33",
  "method": "the ωB97M-V functional and the def2-TZVPD basis",
  "de_lowest_ev": 2.481,
  "orbital_gap_ev": 9.52,
  "homo_ev": -9.1,
  "species": ["C", "O", "C", "C", "O", "C", "C", "O", "C", "H", "H", "H", "H", "H", "H", "H", "H", "H", "H", "H", "H", "H", "H", "C", "O", "C", "C", "O", "C", "C", "O", "C", "H", "H", "H", "H", "H", "H", "H", "H", "H", "H", "H", "H", "H", "H", "C", "O", "C", "C", "O", "C", "C", "O", "C", "H", "H", "H", "H", "H", "H", "H", "H", "H", "H", "H", "H", "H", "H", "C", "O", "C", "C", "O", "C", "C", "O", "C", "H", "H", "H", "H", "H", "H", "H", "H", "H", "H", "H", "H", "H", "H", "C", "O", "C", "C", "O", "C", "C", "O", "C", "H", "H", "H", "H", "H", "H", "H", "H", "H", "H", "H", "H", "H", "H", "C", "O", "C", "C", "O", "C", "C", "O", "C", "H", "H", "H", "H", "H", "H", "H", "H", "H", "H", "H", "H", "H", "H", "C", "O", "C", "C", "O", "C", "C", "O", "C", "H", "H", "H", "H", "H", "H", "H", "H", "H", "H", "H", "H", "H", "H", "C", "O", "C", "C", "O", "C", "C", "O", "C", "H", "H", "H", "H", "H", "H", "H", "H", "H", "H", "H", "H", "H", "H", "C", "O", "C", "C", "O", "C", "C", "O", "C", "H", "H", "H", "H", "H", "H", "H", "H", "H", "H", "H", "H", "H", "H", "C", "O", "C", "C", "O", "C", "C", "O", "C", "H", "H", "H", "H", "H", "H", "H", "H", "H", "H", "H", "H", "H", "H", "C", "O", "C", "C", "O", "C", "C", "O", "C", "H", "H", "H", "H", "H", "H", "H", "H", "H", "H", "H", "H", "H", "H"],
  "coordinates": [[-29.56458, 1.09215, -13.16649], [-28.16292, 1.08221, -13.09397], [-27.61456, 0.08100, -13.97705], [-26.10586, -0.00536, -13.69794], [-25.72232, -0.90537, -12.64366], [-25.90703, -0.45135, -11.35217], [-26.20274, -1.67159, -10.48453], [-26.54093, -1.28204, -9.16591], [-26.47010, -2.45515, -8.24428], [-29.96440, 0.08425, -13.05452], [-29.79192, 1.35496, -14.16031], [-29.97949, 1.87135, -12.55818], [-27.80365, 0.25388, -15.04363], [-27.99370, -0.94760, -13.69788], [-25.79786, 0.98005, -13.63793], [-25.57021, -0.37858, -14.60320], [-26.81877, 0.18716, -11.32984], [-25.12204, 0.14835, -11.00640], [-25.32303, -2.30782, -10.43218], [-26.99999, -2.22351, -11.06210], [-27.30466, -3.13023, -8.40571], [-26.40850, -2.00164, -7.23988], [-25.53380, -3.00583, -8.44905], [-38.97552, -4.53008, -1.11176], [-37.70276, -4.44295, -1.64895], [-36.96893, -3.31321, -1.30211], [-35.56536, -3.45216, -1.86990], [-34.64184, -2.47318, -1.37864], [-35.01906, -1.16195, -1.84263], [-33.67655, -0.51360, -2.00280], [-33.09041, -0.82640, -3.23354], [-32.50690, 0.16988, -4.03753], [-38.85524, -4.34816, -0.02373], [-39.26300, -5.50950, -1.33135], [-39.69435, -3.74467, -1.45316], [-37.04085, -3.12892, -0.23084], [-37.42710, -2.40929, -1.79371], [-35.49376, -3.35045, -2.97222], [-35.15884, -4.45667, -1.63436], [-35.59052, -0.63965, -1.05631], [-35.55508, -1.19993, -2.80436], [-33.03780, -0.82533, -1.16800], [-33.87574, 0.54990, -1.94710], [-31.63197, 0.62985, -3.53141], [-33.22422, 0.98643, -4.33994], [-31.95722, -0.35059, -4.88675], [-38.08434, -3.29024, -8.57386], [-38.04418, -2.17447, -9.42829], [-36.79025, -1.57190, -9.50391], [-36.73043, -0.57205, -10.57893], [-36.90957, -0.92145, -11.91872], [-38.16059, -1.41458, -12.23402], [-39.45888, -0.62122, -11.95301], [-39.45131, 0.58931, -12.62278], [-40.42884, 1.46883, -12.18257], [-37.27384, -3.98652, -8.89978], [-39.06264, -3.76552, -8.73453], [-37.93041, -3.12112, -7.49639], [-35.98154, -2.30836, -9.76589], [-36.55529, -1.02792, -8.56131], [-35.72902, -0.19999, -10.49853], [-37.43735, 0.20355, -10.33447], [-38.30684, -2.39075, -11.79393], [-38.11301, -1.52484, -13.31727], [-39.59879, -0.51755, -10.91455], [-40.19040, -1.41550, -12.39604], [-41.39699, 0.93081, -12.16445], [-40.45638, 2.31439, -12.79731], [-40.22232, 1.78826, -11.14549], [-24.97469, 5.00073, -8.64736], [-25.64084, 5.15191, -9.88109], [-25.36006, 4.08449, -10.75450], [-26.46200, 3.87647, -11.80574], [-27.76430, 3.83453, -11.23040], [-27.92632, 2.84073, -10.24024], [-29.04996, 3.23701, -9.31802], [-30.36171, 3.14212, -9.94497], [-30.95603, 4.41636, -10.19885], [-23.91495, 5.25584, -8.81263], [-25.20765, 4.00690, -8.21538], [-25.41405, 5.76043, -8.04861], [-25.27238, 3.18481, -10.14038], [-24.37860, 4.26218, -11.24642], [-26.16331, 2.98901, -12.36680], [-26.42347, 4.78742, -12.42091], [-27.02391, 2.67936, -9.60230], [-28.14267, 1.89601, -10.80431], [-28.98078, 4.29846, -8.90069], [-29.18073, 2.46024, -8.51941], [-30.46515, 4.88893, -11.07441], [-30.86576, 5.12348, -9.34526], [-31.99695, 4.22993, -10.51478], [-25.57402, -2.52148, -2.98432], [-25.23656, -2.85711, -4.31254], [-25.95648, -3.96165, -4.78193], [-25.68518, -5.24346, -4.01961], [-26.15797, -6.28128, -4.84521], [-25.79722, -7.52805, -4.24468], [-26.68641, -8.59118, -4.78691], [-26.41937, -8.86562, -6.12280], [-27.27569, -9.88343, -6.64217], [-26.67602, -2.26158, -2.90442], [-25.01612, -1.67388, -2.71765], [-25.31279, -3.36961, -2.30712], [-25.64350, -4.14185, -5.78749], [-27.05482, -3.78970, -4.80357], [-26.21136, -5.21629, -3.05768], [-24.59763, -5.34135, -3.91514], [-25.89633, -7.39897, -3.15944], [-24.71612, -7.81282, -4.38900], [-27.76764, -8.38750, -4.59793], [-26.35087, -9.42711, -4.11506], [-27.07233, -9.98355, -7.72182], [-28.39877, -9.79588, -6.54100], [-26.97118, -10.84596, -6.22404], [-30.01546, 2.88089, -5.06437], [-29.31082, 2.01837, -4.21681], [-28.20801, 1.39441, -4.96241], [-27.53142, 0.28200, -4.14786], [-28.36558, -0.85897, -3.98639], [-29.01222, -0.95176, -2.73393], [-29.85506, -2.16024, -2.78326], [-29.02750, -3.30904, -2.83833], [-29.71631, -4.54839, -2.88769], [-30.77493, 3.44728, -4.56423], [-30.62547, 2.20390, -5.74366], [-29.36041, 3.53310, -5.70012], [-27.46937, 2.23370, -5.21431], [-28.57449, 0.97617, -5.90311], [-27.28549, 0.60042, -3.14617], [-26.63550, -0.03853, -4.61224], [-29.72285, -0.17705, -2.57455], [-28.32391, -0.99175, -1.85338], [-30.51149, -2.21179, -3.67963], [-30.52207, -2.15527, -1.88660], [-30.74262, -4.39462, -3.31963], [-29.76893, -4.88425, -1.87448], [-29.20281, -5.29819, -3.53296], [-36.14932, -10.61004, -9.27897], [-35.77736, -10.24026, -7.96493], [-36.50071, -9.21936, -7.41503], [-35.55394, -8.23303, -6.82301], [-34.95712, -7.24971, -7.67399], [-33.93859, -6.41708, -7.06126], [-33.39302, -5.45220, -8.08812], [-34.19032, -4.37674, -8.49585], [-34.18475, -3.34527, -7.47639], [-37.12825, -11.16118, -9.31824], [-35.41290, -11.29852, -9.75358], [-36.18198, -9.71048, -9.89318], [-37.15497, -9.49425, -6.56838], [-37.02602, -8.68076, -8.18628], [-34.77479, -8.86015, -6.39144], [-36.06397, -7.78083, -5.99050], [-33.12228, -7.01778, -6.66360], [-34.44924, -5.87977, -6.27172], [-33.23060, -6.06614, -8.98691], [-32.36902, -5.11463, -7.82530], [-33.15475, -2.96111, -7.51923], [-34.51729, -3.70394, -6.50873], [-34.97956, -2.65403, -7.73487], [-31.46065, -9.01966, -8.98289], [-31.07172, -9.17985, -7.59394], [-31.36438, -10.43920, -7.07245], [-31.20891, -10.29428, -5.53085], [-32.22480, -9.48285, -5.02410], [-32.20814, -9.34221, -3.63374], [-32.45916, -10.61852, -2.89295], [-33.80240, -11.14666, -3.00584], [-34.24323, -11.84186, -4.16032], [-32.54152, -9.17659, -8.99539], [-30.92898, -9.74045, -9.62429], [-31.24985, -7.97404, -9.11118], [-30.71469, -11.30718, -7.46256], [-32.34793, -10.79312, -7.35966], [-30.15694, -9.87628, -5.36922], [-31.23281, -11.31619, -5.10332], [-32.98822, -8.55016, -3.42293], [-31.21832, -8.96608, -3.28508], [-32.31347, -10.41373, -1.80612], [-31.70580, -11.32484, -3.16461], [-34.55032, -11.10125, -4.87859], [-35.02529, -12.52545, -3.79158], [-33.47484, -12.49285, -4.66608], [-33.75045, 1.48330, -11.92832], [-33.37198, 0.15696, -11.61557], [-33.52116, -0.77088, -12.63684], [-33.44362, -2.21219, -12.15714], [-32.10604, -2.75532, -12.13202], [-32.01955, -4.08481, -11.66156], [-30.53608, -4.51474, -11.69996], [-30.10565, -4.49665, -13.09302], [-29.61332, -3.26728, -13.54429], [-33.77812, 2.05727, -10.98254], [-34.81436, 1.49587, -12.26304], [-33.18987, 2.00477, -12.69346], [-32.96075, -0.61731, -13.57691], [-34.51210, -0.63497, -13.03155], [-33.90792, -2.80256, -12.91062], [-33.98511, -2.35296, -11.21522], [-32.61603, -4.84490, -12.18207], [-32.27808, -4.03869, -10.63519], [-30.55344, -5.53402, -11.35611], [-29.95443, -3.91326, -11.01432], [-28.81670, -2.92490, -12.89773], [-30.47346, -2.59813, -13.67107], [-29.22797, -3.52192, -14.55259], [-22.67776, -2.29805, -7.24450], [-22.39961, -2.41832, -8.59920], [-21.76298, -3.61728, -8.93425], [-22.61969, -4.86434, -8.97416], [-23.14204, -5.26502, -7.70871], [-23.93119, -6.42076, -7.69764], [-25.36592, -6.30571, -8.08391], [-25.52061, -5.78649, -9.43215], [-26.83691, -5.93720, -9.85853], [-21.83830, -1.76665, -6.74725], [-22.83475, -3.25087, -6.77887], [-23.54195, -1.59862, -7.05334], [-20.91891, -3.69665, -8.31200], [-21.38648, -3.49122, -9.96033], [-21.94688, -5.70911, -9.40837], [-23.50163, -4.70456, -9.71411], [-23.98474, -6.77655, -6.63353], [-23.50598, -7.17247, -8.34371], [-25.89456, -5.64187, -7.34673], [-25.91137, -7.27403, -7.96635], [-27.02186, -6.99516, -9.78477], [-26.90348, -5.58542, -10.85170], [-27.65897, -5.40040, -9.28799], [-32.95100, -0.04822, -8.25292], [-31.79773, 0.07969, -7.47561], [-30.65129, -0.05896, -8.30016], [-30.52487, -1.44400, -9.02258], [-30.79201, -2.49323, -8.07282], [-29.88580, -2.50376, -7.02736], [-30.01380, -3.89638, -6.34610], [-29.59946, -4.84489, -7.28730], [-29.71653, -6.18386, -6.88428], [-33.04407, -1.10337, -8.58374], [-33.00629, 0.59979, -9.12083], [-33.82485, 0.19889, -7.65479], [-29.79407, 0.17896, -7.58329], [-30.67720, 0.74508, -9.06660], [-29.47187, -1.49897, -9.45208], [-31.26492, -1.49502, -9.78448], [-30.14548, -1.76892, -6.29566], [-28.90212, -2.32875, -7.37976], [-31.11139, -4.07059, -6.02778], [-29.42537, -3.84472, -5.45239], [-30.74421, -6.37481, -6.56056], [-29.04437, -6.47061, -6.08179], [-29.52550, -6.80030, -7.71531]]
}